ORCA calculation (wB97M-V/def2-TZVPD) on the molecule C24H21NO3 at a distorted geometry.

Last column: natural (NBO) charge in e.
Geometry (Å):
C 2.759 -4.432 0.013  -0.252
C 1.534 -4.392 -0.716  -0.066
C -0.088 -4.453 -1.085  -0.484
C -0.868 -3.155 -0.458  -0.040
C -2.212 -2.796 -1.067  -0.257
C -3.055 -1.479 -0.474  0.519
O -4.385 -1.570 -0.411  -0.530
C -2.132 -0.216 0.023  -0.137
C -2.626 1.335 -0.168  0.200
N -3.923 1.790 -0.795  -0.528
C -4.089 1.321 -2.224  -0.433
C -5.133 1.522 0.064  0.698
C -5.166 0.913 1.580  -0.728
O -6.344 1.778 -0.508  -0.604
C -1.577 2.515 0.377  -0.201
C -0.102 2.120 1.038  -0.193
C 0.415 0.537 1.191  0.049
C 1.916 0.252 1.813  -0.495
C 2.984 0.702 0.607  -0.027
C 2.615 0.243 -0.951  -0.221
C 3.524 0.632 -2.272  -0.236
C 4.902 1.533 -2.018  -0.232
C 5.291 1.947 -0.475  -0.234
C 4.362 1.555 0.856  -0.017
C 4.842 2.022 2.353  -0.669
C -0.649 -0.609 0.690  -0.108
C -0.278 -2.236 0.809  0.524
O 0.386 -2.785 1.828  -0.509
H 3.836 -4.525 0.486  0.288
H -0.591 -5.472 -0.798  0.271
H -0.130 -4.370 -2.275  0.259
H -2.646 -3.468 -1.949  0.257
H -4.779 2.113 -2.791  0.245
H -3.023 1.428 -2.750  0.217
H -4.496 0.221 -2.305  0.227
H -5.556 1.753 2.324  0.254
H -6.018 0.077 1.595  0.272
H -4.186 0.384 1.936  0.242
H -1.809 3.670 0.312  0.255
H 0.673 2.935 1.430  0.248
H 2.081 0.911 2.771  0.248
H 2.149 -0.874 2.027  0.281
H 1.646 -0.398 -1.146  0.233
H 3.177 0.281 -3.354  0.241
H 5.538 1.830 -2.977  0.240
H 6.291 2.560 -0.312  0.230
H 6.006 1.838 2.488  0.237
H 4.662 3.169 2.515  0.235
H 4.274 1.344 3.150  0.228

Calculated values
energy relative to the best compared isomer or geometry (same formula, charge and spin): 659.37 kcal/mol
DFT total energy: -32833.511 eV
max |F|: 9.923 eV Å⁻¹
orbital gap: 6.588 eV
total charge: 0

ORCA calculation (wB97M-V/def2-TZVPD) on C17H17F3N9NaO4S3Se as an isolated structure at a distorted geometry.

Last column: natural (NBO) charge in e.
Geometry (Å):
Na 1.251 0.320 0.041  0.895
N 4.355 -0.671 1.692  -0.810
C 4.545 0.275 0.720  0.250
N 3.531 0.676 -0.019  -0.569
C 4.005 1.648 -0.928  0.118
C 5.342 1.864 -0.861  -0.462
S 6.102 0.930 0.338  0.408
C 3.073 2.260 -1.885  0.106
C 3.294 3.282 -2.716  -0.443
S 1.862 3.760 -3.531  0.371
C 0.988 2.639 -2.538  0.282
N 1.716 1.879 -1.747  -0.595
N -0.327 2.561 -2.713  -0.776
H 3.801 -1.508 1.409  0.429
H 5.207 -0.936 2.169  0.381
H 5.959 2.407 -1.544  0.241
H 4.233 3.787 -2.792  0.237
H -0.799 3.250 -3.218  0.405
H -0.934 1.888 -2.252  0.446
C -5.892 0.775 0.472  -0.394
N -4.818 1.474 -0.228  -0.391
C -4.636 2.893 -0.165  -0.339
C -3.429 3.118 -1.088  0.669
O -2.761 4.122 -1.233  -0.605
N -3.136 1.870 -1.638  -0.676
C -3.958 0.979 -1.111  0.647
N -3.961 -0.294 -1.492  -0.780
H -5.605 0.848 1.525  0.214
H -5.888 -0.215 0.129  0.205
H -6.828 1.213 0.230  0.204
H -4.358 3.281 0.800  0.229
H -5.404 3.503 -0.544  0.219
H -3.073 -0.567 -1.885  0.416
H -4.175 -0.939 -0.748  0.394
Se 2.769 -2.796 -1.494  1.024
N 3.404 -3.019 0.091  -0.696
C 2.607 -3.839 0.706  0.094
C 2.707 -4.203 2.070  -0.221
C 1.576 -4.711 2.684  -0.177
C 0.383 -5.023 1.999  -0.199
C 0.305 -4.803 0.641  -0.186
C 1.410 -4.224 -0.016  0.092
N 1.319 -3.756 -1.279  -0.605
H 3.573 -3.788 2.659  0.222
H 1.648 -4.767 3.824  0.226
H -0.544 -5.221 2.540  0.230
H -0.624 -4.810 0.195  0.226
F -0.352 1.991 1.642  -0.326
C -1.326 1.082 1.930  0.669
F -2.464 1.533 1.369  -0.334
F -1.515 1.073 3.271  -0.316
S -1.092 -0.570 1.242  2.356
O -2.314 -1.289 1.577  -0.951
O 0.119 -1.000 1.854  -1.008
O -0.871 -0.233 -0.156  -1.044

Calculated values
energy relative to the best compared isomer or geometry (same formula, charge and spin): 8.78 kcal/mol
DFT total energy: -149929.188 eV
max |F|: 2.905 eV Å⁻¹
orbital gap: 6.851 eV
total charge: 0

ORCA calculation (wB97M-V/def2-TZVPD) on C35H21BrF6N7O5S2Ta as an isolated structure.

Last column: Löwdin charge in e.
Geometry (Å):
Ta 0.329 -0.439 0.050  1.962
C 2.170 -3.153 3.034  0.007
C 1.889 -2.017 2.275  -0.061
N 0.741 -1.895 1.615  -0.037
C -0.189 -2.888 1.688  -0.154
C 0.050 -4.092 2.360  -0.124
C 1.271 -4.194 3.058  0.063
C -0.939 -5.102 2.279  0.011
C -2.067 -4.877 1.543  -0.020
C -2.308 -3.639 0.899  0.021
C -1.394 -2.625 1.011  -0.201
N -1.433 -1.310 0.484  -0.082
C -2.653 -0.643 0.228  -0.185
C -3.908 -0.992 0.648  0.023
C -5.025 -0.206 0.280  -0.024
C -4.889 0.923 -0.472  0.003
C -3.595 1.348 -0.858  -0.127
C -3.327 2.537 -1.567  0.057
C -2.030 2.902 -1.827  -0.006
C -0.988 2.088 -1.380  -0.081
N -1.208 0.946 -0.740  -0.023
C -2.495 0.562 -0.486  -0.147
H 3.107 -3.209 3.569  0.127
H 2.598 -1.203 2.169  0.111
H 1.495 -5.098 3.610  0.141
H -0.783 -6.045 2.784  0.132
H -2.810 -5.656 1.448  0.125
H -3.209 -3.521 0.316  0.123
H -4.068 -1.856 1.275  0.115
H -6.006 -0.518 0.612  0.125
H -5.750 1.515 -0.754  0.131
H -4.151 3.161 -1.890  0.140
H -1.789 3.806 -2.367  0.108
H 0.037 2.384 -1.558  0.087
Br 1.198 3.965 -3.959  0.787
C 2.016 4.796 -2.461  -0.678
C 1.271 5.665 -1.677  -0.112
C 1.844 6.210 -0.539  -0.019
C 3.144 5.869 -0.196  -0.260
C 3.913 5.076 -1.034  -0.015
C 3.342 4.525 -2.171  -0.113
N 3.713 6.365 1.037  0.122
N 3.554 5.691 2.061  0.109
C 2.835 4.449 1.948  -0.202
C 1.481 4.411 2.124  0.005
C 0.774 3.216 1.887  0.031
C 1.457 2.105 1.493  -0.245
O 0.781 0.966 1.130  -0.229
C 2.872 2.073 1.415  -0.157
N 3.483 0.907 1.085  0.105
C 4.795 0.907 1.033  -0.104
C 5.594 2.038 1.304  -0.011
C 4.984 3.219 1.611  0.018
C 3.572 3.267 1.670  -0.089
H 0.258 5.922 -1.953  0.105
H 1.280 6.888 0.088  0.127
H 4.950 4.879 -0.794  0.123
H 3.929 3.898 -2.829  0.107
H 0.945 5.311 2.392  0.132
H -0.304 3.187 1.976  0.132
H 5.269 -0.036 0.780  0.121
H 6.671 1.953 1.266  0.121
H 5.563 4.108 1.825  0.130
F -1.339 -2.162 -4.370  0.191
C -0.023 -2.076 -4.409  -0.689
F 0.494 -3.033 -5.139  0.208
F 0.348 -0.888 -4.849  0.182
S 0.581 -2.290 -2.666  0.723
O 0.054 -1.062 -1.980  -0.438
O 0.097 -3.516 -2.141  -0.191
N 2.148 -2.164 -2.814  -0.248
S 2.927 -1.341 -1.756  0.705
O 2.140 -1.314 -0.471  -0.448
O 4.290 -1.667 -1.616  -0.166
C 2.823 0.461 -2.274  -0.631
F 1.810 1.039 -1.540  0.036
F 3.934 1.087 -2.000  0.203
F 2.516 0.564 -3.541  0.184

Calculated values
energy relative to the best compared isomer or geometry (same formula, charge and spin): 34.69 kcal/mol
DFT total energy: -166861.629 eV
max |F|: 0.345 eV Å⁻¹
orbital gap: 6.495 eV
total charge: +2

ORCA calculation (wB97M-V/def2-TZVPD) on C14H33CrCuN3O9 as an isolated structure at a distorted geometry.

Last column: natural (NBO) charge in e.
Geometry (Å):
Cr 10.918 23.305 15.585  1.431
Cu 13.248 20.189 14.202  0.900
C 10.578 20.695 14.916  0.948
O 10.074 21.460 15.784  -0.778
O 11.259 19.695 15.058  -0.790
O 11.367 21.508 14.408  -0.881
C 12.240 23.148 18.015  0.902
O 12.563 23.033 16.821  -0.830
O 12.381 24.281 18.551  -0.411
O 11.036 23.244 17.865  -0.521
C 16.311 21.569 16.680  -0.634
C 15.512 20.264 16.663  -0.072
C 15.461 19.687 18.121  -0.073
O 14.437 18.724 18.102  -0.587
C 14.402 17.864 19.237  -0.243
N 14.161 20.527 16.174  -0.927
H 15.732 22.349 17.173  0.209
H 16.504 22.073 15.733  0.223
H 17.279 21.500 17.178  0.219
H 15.946 19.593 15.922  0.201
H 15.246 20.414 18.904  0.174
H 16.407 19.222 18.397  0.182
H 13.401 17.433 19.266  0.199
H 14.721 18.439 20.106  0.171
H 15.100 17.028 19.192  0.189
H 14.020 21.457 16.541  0.402
H 13.687 19.857 16.764  0.404
C 11.023 19.284 20.047  -0.624
C 10.413 18.208 19.148  -0.067
C 8.933 18.486 18.965  -0.065
O 8.229 18.037 20.133  -0.539
C 6.830 18.052 19.914  -0.257
N 11.191 18.120 17.902  -0.881
H 10.499 19.355 21.000  0.216
H 10.915 20.229 19.513  0.203
H 12.091 19.166 20.230  0.195
H 10.407 17.225 19.620  0.186
H 8.556 17.931 18.106  0.174
H 8.872 19.556 18.767  0.173
H 6.332 18.061 20.884  0.191
H 6.490 17.269 19.237  0.168
H 6.383 18.957 19.501  0.167
H 12.167 18.178 18.154  0.353
H 11.010 18.742 17.127  0.398
C 12.430 15.151 14.582  -0.621
C 12.988 15.716 15.827  -0.065
C 14.199 14.786 16.309  -0.057
O 14.661 15.290 17.603  -0.576
C 15.435 14.433 18.395  -0.249
N 13.362 17.124 15.650  -0.866
H 11.978 14.164 14.675  0.209
H 13.331 15.092 13.972  0.202
H 11.736 15.768 14.012  0.225
H 12.292 15.695 16.666  0.186
H 14.977 14.664 15.556  0.171
H 13.753 13.799 16.433  0.168
H 15.822 13.597 17.813  0.177
H 14.774 14.138 19.209  0.175
H 16.281 14.856 18.937  0.177
H 12.493 17.637 15.702  0.377
H 13.864 17.403 16.481  0.372

Calculated values
2S+1: 6
DFT total energy: -111000.391 eV
expectation value of S²: 8.855
max |F|: 13.183 eV Å⁻¹
orbital gap (spin up / spin down): 7.039 / 7.345 eV
total charge: 0

ORCA calculation (wB97M-V/def2-TZVPD) on a 3-piece molecular cluster, CH7O3 overall at a distorted geometry.

Last column: natural (NBO) charge in e.
Geometry (Å):
C -0.674 0.959 0.522  -0.231
O -0.403 -0.369 0.130  -0.951
H -1.712 1.251 0.560  0.131
H -0.085 1.695 -0.122  0.113
H -0.164 1.094 1.540  0.109
H -0.717 -0.369 -1.421  0.519
H -0.202 -0.878 -2.924  0.441
O -0.967 -0.588 -2.442  -1.057
H 2.207 -0.615 1.920  0.432
H 0.913 -0.873 0.949  0.520
O 1.804 -1.306 1.286  -1.027

Calculated values
energy relative to the best compared isomer or geometry (same formula, charge and spin): 10.31 kcal/mol
DFT total energy: -7293.276 eV
max |F|: 3.381 eV Å⁻¹
orbital gap: 8.167 eV
total charge: -1